1.
The following is a DFT calculation (ωB97M-V/def2-TZVPD) of a 13-piece molecular cluster, C5H34NO13S overall at a distorted geometry.

Calculated values
**HOMO-LUMO gap**: 6.7 eV
**E_LUMO**: 2.422 eV
**Charge**: -1
**E_HOMO**: -4.3141 eV
**ΔE to the lowest compared entry with this formula, charge and spin**: 267.70 kJ/mol

```
54
Properties=species:S:1:pos:R:3:forces:R:3
O -0.3639 -0.4596 2.3955 -0.73 -1.20 1.00
C 0.1412 0.1526 1.4730 0.37 1.65 0.56
N -0.2044 1.4691 1.3334 1.29 0.61 -1.71
C 0.5731 2.5289 0.5472 0.59 -0.98 2.61
C -0.3537 3.4164 -0.2226 0.47 -0.51 -1.05
S 0.6800 4.2378 -1.5109 -0.24 0.29 -0.01
C 1.0703 -0.5894 0.5278 -0.52 -0.30 0.51
C 0.1727 -0.9730 -0.6818 0.81 -0.71 -1.03
H -1.0462 1.8417 1.7866 0.61 -0.75 0.20
H 1.3021 2.0596 -0.1121 -0.54 -0.29 -0.08
H 1.2606 3.0325 1.3122 -1.14 -0.08 -0.99
H -1.0399 3.9980 0.4341 0.56 -0.08 -0.60
H -0.8970 2.7044 -0.8578 -0.61 0.14 0.54
H 1.6146 -1.4621 0.9969 -1.65 1.00 -0.11
H 1.9268 -0.0299 0.1936 -0.12 1.00 -0.21
H 0.3120 -2.0728 -0.8643 -0.23 1.21 -0.14
H 0.5894 -0.3783 -1.4929 -0.10 -0.45 -0.46
H -0.9066 -0.6898 -0.7365 0.72 -0.19 1.02
H -2.8163 1.8204 -0.8942 1.40 0.69 0.37
H -3.3543 1.2521 -2.2702 0.25 0.22 2.32
O -3.5217 1.3366 -1.2665 -2.25 -1.45 -1.54
H -1.5175 -2.6382 -1.5056 0.06 -4.11 1.07
H -1.4586 -3.9383 -0.5209 0.71 -0.19 4.04
O -1.5391 -3.6976 -1.3814 -1.05 4.29 -5.73
H -2.8973 -2.1005 2.4205 -0.16 0.07 -0.39
H -1.5365 -1.6084 2.9440 -0.32 -0.61 -0.23
O -2.1209 -2.4015 2.8924 0.39 0.23 0.51
H -2.6111 0.8703 3.5597 1.03 -1.53 0.81
H -3.5723 1.1666 2.4334 0.30 0.24 0.39
O -3.0455 1.5771 3.1389 -1.18 1.31 -1.28
H 0.4037 2.1303 -3.2365 1.72 -2.73 -0.11
H 1.4191 0.8368 -3.6879 -0.61 0.90 0.25
O 0.5231 1.0797 -3.3827 -0.69 2.50 0.18
H -0.6136 -4.4313 1.2584 0.91 2.34 -0.18
H -0.6129 -2.7384 1.2632 1.02 -3.02 -0.36
O -0.1167 -3.6062 0.9367 -1.73 0.53 1.36
H 3.2344 0.3102 2.8697 2.21 -1.62 -1.31
H 4.0148 -0.9283 2.1085 -0.93 -1.58 -0.33
O 4.0994 -0.0615 2.4609 -1.35 3.25 1.67
H 2.3798 1.9049 -1.7186 -2.65 1.03 -0.19
H 3.6750 1.7595 -1.4905 3.83 1.06 2.44
O 3.1003 1.4590 -2.1138 -1.09 -1.99 -2.35
H 2.7090 -2.8744 1.4121 -0.01 -0.20 -0.77
H 3.7945 -2.3711 0.3140 -0.45 -0.44 -1.44
O 3.5878 -2.5419 1.2159 0.76 -0.14 2.53
H 3.5317 -1.0407 -1.8894 1.02 1.89 -3.33
H 3.1868 -0.9305 -0.5392 -0.13 -1.43 -0.81
O 3.2959 -1.6360 -1.2459 -0.75 -0.12 3.57
H -2.2660 2.6449 -2.7199 0.43 3.97 2.18
H -1.1684 1.6628 -3.4638 -2.76 0.77 0.90
O -2.1455 1.9131 -3.2174 2.58 -4.54 -4.23
H -3.5342 -1.3579 -0.3847 -0.43 -0.52 -3.64
H -3.9118 -0.3997 0.6791 0.03 0.17 -0.35
O -3.4264 -1.2082 0.5002 0.34 0.39 3.91
```
Positions in Å, forces in eV/Å.

Atomic partial charges in e from the Mulliken method, atoms 1 to 4: number 1, O, carries -0.84; number 2, C, carries -0.41; number 3, N, carries 0.09; number 4, C, carries 0.28

2.
The following is a DFT calculation (ωB97M-V/def2-TZVPD) of a 12-piece molecular cluster, C5H35N2O12 overall at a distorted geometry.

Calculated values
**HOMO-LUMO gap**: 10.7 eV
**E_LUMO**: -2.250 eV
**Charge**: +1
**E_HOMO**: -12.9703 eV
**ΔE to the lowest compared entry with this formula, charge and spin**: 74.87 kJ/mol

```
54
Properties=species:S:1:pos:R:3:forces:R:3
O -0.2096 1.3320 2.6632 -0.53 0.22 -0.65
C -0.4309 0.2261 2.1471 0.86 -0.54 0.53
N -1.5513 -0.4620 2.2854 -0.39 0.01 0.09
C -1.8500 -1.8032 1.8273 0.10 -0.59 -1.27
C 0.6949 -0.4781 1.3853 -0.82 1.23 0.47
N 1.9791 0.0800 1.8943 0.12 -0.64 0.20
C 3.0718 -0.8915 1.7337 0.99 -0.13 1.24
C 0.5360 -0.1745 -0.0899 1.16 -0.39 -0.75
H -2.3501 0.0484 2.6150 -0.07 0.31 0.25
H -1.9417 -1.8441 0.7408 -0.03 0.27 -0.02
H -2.8217 -2.1017 2.1940 -0.03 -0.01 0.38
H -1.1022 -2.5585 2.0629 0.05 0.20 0.56
H 0.6906 -1.5286 1.6343 0.03 -0.35 -0.35
H 1.9148 0.2846 2.8995 -0.49 -0.07 0.12
H 2.2026 0.9691 1.4283 0.09 0.39 -0.48
H 3.9502 -0.4829 2.2365 0.17 0.29 -0.61
H 3.2617 -1.1608 0.7076 -0.02 0.10 -0.22
H 2.8857 -1.7618 2.3617 -0.51 -0.19 -0.37
H 0.7187 0.8649 -0.3575 -0.50 0.22 0.47
H 1.3391 -0.6874 -0.6217 -0.12 -0.19 0.00
H -0.3923 -0.5309 -0.5128 -0.36 0.00 0.14
H 1.8095 -3.3113 -0.6559 -0.06 -0.31 0.23
H 0.6538 -2.5998 -1.2894 -0.39 -0.41 0.16
O 0.8809 -3.1119 -0.4859 0.44 0.34 -0.34
H 0.4438 -0.2272 5.0877 0.02 -0.07 0.06
H 0.9214 1.1734 4.7323 -0.06 -0.09 -0.01
O 1.2101 0.2516 4.7566 0.25 0.04 0.02
H 0.3571 1.2544 -4.1943 -0.22 0.43 0.07
H 1.1327 2.5798 -3.7889 -0.42 -0.14 -0.27
O 1.1542 1.6186 -3.7995 0.65 -0.32 0.34
H 2.6444 0.3099 -2.1998 -0.03 0.41 -0.45
H 3.7184 1.4432 -2.3433 -0.14 -0.35 -0.38
O 3.3054 0.8273 -1.7292 0.25 0.12 0.62
H -3.9830 -3.1389 -1.5557 0.03 -0.07 -0.12
H -2.5084 -2.9133 -1.9142 0.08 0.11 -0.06
O -3.3853 -2.5172 -1.9851 -0.20 -0.23 -0.04
H -0.5433 2.5379 1.3983 -0.09 0.21 0.01
H -0.4125 3.9871 0.8372 -0.21 0.06 0.06
O -0.7079 3.0998 0.6108 0.34 -0.08 0.04
H -2.9040 0.6133 -0.8631 -0.48 -0.16 0.18
H -3.6865 -0.7414 -1.0640 0.53 0.11 0.06
O -3.0925 -0.2545 -0.4711 -0.16 0.16 0.34
H -0.6228 -1.2229 -2.9339 0.00 0.05 0.26
H -0.0413 -2.3872 -3.7464 0.06 -0.17 0.04
O -0.2271 -2.1098 -2.8439 -0.08 0.23 -0.18
H -3.4991 2.9894 -1.2067 0.08 0.28 0.34
H -2.0811 2.7505 -0.4460 -0.36 0.49 0.07
O -2.7015 2.4648 -1.1437 0.49 -0.70 -0.52
H -2.3552 0.1635 -3.2539 -0.16 0.20 0.19
H -1.6385 1.1851 -2.3051 -0.27 -0.06 -0.23
O -1.5197 0.3748 -2.8260 0.50 -0.03 -0.49
H 2.7619 2.1740 -0.5134 -0.45 -0.02 0.00
H 1.7850 2.9948 0.4970 -0.04 0.03 -0.63
O 2.5359 2.4035 0.4034 0.37 -0.19 0.89
```
Positions in Å, forces in eV/Å.

Atomic partial charges in e from the Mulliken method, atoms 1 to 4: number 1, O, carries -0.88; number 2, C, carries -0.10; number 3, N, carries -0.01; number 4, C, carries -0.82

3.
The following is a DFT calculation (ωB97M-V/def2-TZVPD) of C5H35NO12 as an isolated structure at a distorted geometry.

Calculated values
**HOMO-LUMO gap**: 8.6 eV
**E_LUMO**: 0.229 eV
**Charge**: 0
**E_HOMO**: -8.3335 eV
**ΔE to the lowest compared entry with this formula, charge and spin**: 448.86 kJ/mol

```
53
Properties=species:S:1:pos:R:3:forces:R:3
C 2.3860 -0.3357 -1.8645 -0.10 0.16 -0.20
C 1.3235 -1.4135 -1.6770 -0.05 0.56 -2.05
C 0.3467 -1.0791 -0.5835 -4.00 0.55 -2.67
C -0.1006 -1.9968 0.2831 -2.58 -0.11 -0.48
N -0.9085 -1.7340 1.3921 -1.81 -0.67 -1.76
C -1.6785 -2.8564 1.9007 -0.35 -0.35 -0.12
H 2.9367 -0.1432 -0.9461 -0.14 -0.53 -1.36
H 3.1147 -0.5829 -2.6415 -0.16 -0.19 -0.02
H 1.9636 0.6316 -2.1427 -0.16 -0.66 -0.25
H 1.7956 -2.3791 -1.4990 -0.81 1.31 -1.05
H 0.8259 -1.4901 -2.6547 -0.35 -0.08 0.22
H -0.0043 -0.0483 -0.5265 0.00 -0.08 0.20
H 0.2647 -3.0231 0.2387 -0.18 0.17 0.03
H -1.4342 -0.8686 1.3556 -0.13 0.12 -0.23
H -0.9919 -3.6563 2.1830 -0.07 -0.03 -0.05
H -2.4230 -3.2387 1.1956 0.13 -0.07 -0.11
H -2.2258 -2.5626 2.7887 0.06 0.17 0.22
H 2.8436 3.3173 -1.6090 0.26 0.61 0.00
H 1.5315 2.5158 -1.5035 0.85 0.04 -0.20
O 2.5247 2.4202 -1.6194 -1.04 0.33 0.36
H -2.5847 1.0737 -2.2961 0.39 0.20 -0.25
H -3.0609 2.3857 -1.8599 -0.13 0.43 0.20
O -2.3424 2.0219 -2.4046 -0.06 -0.55 -0.17
H -3.2098 0.8437 2.0470 0.24 -0.04 -0.22
H -1.9257 1.4009 1.2875 0.24 0.08 0.32
O -2.6873 0.7282 1.2391 -0.68 -0.39 -0.01
H 2.1651 -3.2323 -0.4399 0.53 -0.89 0.33
H 2.9245 -4.2416 -1.3203 -0.08 -0.11 0.10
O 2.0329 -3.9968 -1.0468 0.44 -0.83 0.63
H 4.2405 1.1127 0.6429 0.30 0.15 0.13
H 3.0344 1.4448 -0.3073 0.35 0.07 0.39
O 3.3331 0.8771 0.4541 0.05 0.90 0.51
H 0.0000 2.0249 1.8682 0.37 -0.09 -0.22
H -0.5614 2.5948 0.4692 0.21 -0.13 0.54
O -0.8014 2.3488 1.3923 -0.31 0.43 -0.44
H -3.1573 -0.2855 -0.6434 0.13 -0.03 0.22
H -2.7299 -1.1996 -1.8282 -0.64 0.84 0.37
O -3.3021 -0.4316 -1.5872 0.63 -1.01 -0.42
H 1.1702 0.3878 2.7253 0.10 0.03 0.02
H 2.1195 1.1824 1.7828 -0.25 0.08 0.30
O 1.4085 1.3042 2.4428 0.05 -0.12 -0.05
H -4.9401 1.8832 -0.7167 -0.56 -0.42 -0.09
H -3.6474 1.7636 0.1488 -0.33 0.09 -0.12
O -4.1543 2.3482 -0.4582 0.53 0.50 0.32
H -0.9811 2.5136 -1.7351 0.20 0.00 0.04
H -0.3872 3.8988 -1.3150 0.36 -1.18 0.07
O -0.1932 2.9294 -1.2539 -0.47 1.22 -0.20
H 1.3621 -1.4183 0.1522 1.71 0.13 1.67
H 2.7459 -0.8236 0.4258 -0.06 -1.19 0.71
O 2.2212 -1.6562 0.5330 5.00 -0.16 2.68
H -0.0411 -1.5503 2.5240 0.89 0.33 0.23
H 1.4680 -1.6146 2.1990 -0.09 0.09 0.31
O 0.8455 -1.3497 2.9075 1.57 0.30 1.61
```
Positions in Å, forces in eV/Å.

Atomic partial charges in e from the Mulliken method, atoms 1 to 4: number 1, C, carries -1.39; number 2, C, carries 0.21; number 3, C, carries 0.01; number 4, C, carries -0.68